Record 1
Computed, not measured: a molecular structure, C6H6NOS at a distorted geometry, with wB97M-V/def2-TZVPD.

Output
Maximum force ... 4.24 eV Å⁻¹
Gap between HOMO and LUMO ... 6.3 eV
Charge ... -1
HOMO energy ... -0.1043 Eh
Relative energy (zero: lowest compared OMol25 entry of this formula, charge and spin) ... 45.2 kJ/mol

Element x y z (Å)
1 C 1.0323 -0.8208 0.5552
2 C 0.7196 -2.0722 0.1494
3 C -0.4605 -0.6828 -1.1136
4 C 0.3205 0.0682 -0.2918
5 C -1.0706 1.9454 1.2709
6 C 0.2158 1.5164 -0.1188
7 N -0.1895 -1.9748 -0.8791
8 O -1.6906 0.9734 1.6516
9 S -1.1414 3.6073 1.3702
10 H 1.8388 -0.4657 1.1337
11 H 1.1567 -3.0859 0.3265
12 H -1.0071 -0.3737 -2.0066
13 H 1.0886 2.1479 0.1011
14 H -0.1874 2.1059 -0.9116
15 H -0.6253 -2.8885 -1.2372

---

Record 2
Computed, not measured: 9 unconnected molecules or ions with the total composition C8H34N12O10 at a distorted geometry, with wB97M-V/def2-TZVPD.

Output
Maximum force ... 6.63 eV Å⁻¹
Gap between HOMO and LUMO (spin up / spin down) ... 2.3 / 9.2 eV
Charge ... -1
Spin multiplicity ... 2
HOMO energy (spin up / spin down) ... 0.0056 / -0.2509 Eh
<S²> ... 0.75

Element x y z (Å)
1 C 3.3373 -2.4591 -0.5086
2 O 4.0284 -1.9383 0.3472
3 N 2.3746 -3.1870 -0.0919
4 N 3.4404 -2.4174 -1.8293
5 H 1.7788 -3.5868 -0.8027
6 H 2.2343 -3.2681 0.9050
7 H 4.2034 -1.7995 -2.0663
8 H 3.0104 -2.9579 -2.5662
9 C -4.9812 0.2061 -0.2289
10 O -3.8243 -0.1509 -0.4859
11 N -5.4214 0.8194 0.8064
12 N -6.0073 -0.1305 -0.9203
13 H -4.8665 0.9799 1.6349
14 H -6.3839 1.1257 0.8038
15 H -5.8616 -0.6021 -1.8015
16 H -6.9104 0.2758 -0.7215
17 C 0.1992 -3.0797 -2.7518
18 O 0.9075 -3.9899 -2.2578
19 N 0.5461 -2.2232 -3.6156
20 N -0.9864 -2.7332 -2.3005
21 H 1.3845 -2.5560 -4.0701
22 H -0.2171 -2.0147 -4.2434
23 H -1.3851 -3.3552 -1.6119
24 H -1.3382 -1.8138 -2.5268
25 C 0.4814 3.8191 -1.9403
26 O 1.5462 3.4864 -1.4608
27 N -0.1407 4.8943 -1.5443
28 N -0.1727 3.2805 -2.9026
29 H 0.1167 5.5093 -0.7856
30 H -0.9621 5.1783 -2.0588
31 H -1.1556 3.4546 -3.0564
32 H 0.1146 2.3742 -3.2435
33 C 0.4434 0.3518 0.1217
34 O 0.0054 1.2498 0.7803
35 N -0.3434 -0.5425 -0.4276
36 N 1.6903 0.1879 -0.2426
37 H 0.0255 -1.0578 -1.2140
38 H -1.2994 -0.2192 -0.3870
39 H 2.1309 -0.6291 -0.6408
40 H 2.1904 1.0369 -0.0210
41 C 3.8668 2.8652 1.1476
42 O 4.4557 2.2732 2.0437
43 N 4.2888 3.0082 -0.0990
44 N 2.6182 3.2500 1.1663
45 H 3.6033 3.5069 -0.6480
46 H 5.1226 2.5755 -0.4702
47 H 2.1730 3.4988 0.2946
48 H 2.0576 3.0253 1.9758
49 C 0.3552 -1.5935 2.9060
50 C 0.2199 -0.8516 4.2105
51 O -0.8875 -1.2659 4.8830
52 O 0.8588 -2.8381 2.9614
53 H 1.1338 -1.0718 2.3495
54 H -0.6158 -1.6496 2.4138
55 H 0.2990 0.2291 4.0926
56 H 1.0179 -1.2981 4.8037
57 H -0.9249 -0.6129 5.5857
58 H 1.7175 -2.8962 3.3868
59 O -2.4415 2.2615 1.5586
60 H -2.7883 1.4193 1.8531
61 H -1.6416 2.0383 1.0827
62 O -2.9520 -2.7880 0.6467
63 H -2.1825 -2.7094 1.2106
64 H -3.2861 -1.8942 0.5707

---

Record 3
Computed, not measured: C8H13BO2 in the gas phase at a distorted geometry, with wB97M-V/def2-TZVPD.

Output
Maximum force ... 1.59 eV Å⁻¹
Gap between HOMO and LUMO ... 8.2 eV
SMILES string ... CC1=CC=C[C@H](B(O)O)[C@H]1C
Charge ... 0
HOMO energy ... -0.2896 Eh
Relative energy (zero: lowest compared OMol25 entry of this formula, charge and spin) ... 0.0 kJ/mol

Element x y z (Å)
1 C 0.3922 1.5680 -1.5934
2 C 0.4561 0.2870 -0.8153
3 C 0.4093 -0.9214 -1.3750
4 C 0.2958 -2.0831 -0.5238
5 C -0.1660 -1.8957 0.7141
6 C -0.4457 -0.5035 1.2053
7 B -1.7490 0.2091 0.5280
8 O -2.1063 1.4361 0.9778
9 O -2.4748 -0.4851 -0.3785
10 C 0.6414 0.4338 0.6770
11 C 2.0729 0.1412 1.1207
12 H 0.2348 1.3908 -2.6540
13 H 1.3033 2.1516 -1.4598
14 H -0.4339 2.1738 -1.2156
15 H 0.3585 -1.0447 -2.4472
16 H 0.5254 -3.0593 -0.9310
17 H -0.3488 -2.7271 1.3776
18 H -0.4937 -0.4927 2.2949
19 H -2.9249 1.7931 0.6311
20 H -3.2189 -0.0572 -0.8056
21 H 0.3931 1.4536 0.9840
22 H 2.3956 -0.8329 0.7673
23 H 2.1417 0.1659 2.2060
24 H 2.7420 0.8986 0.7156

---

> Which of these has the highest maximum force?

C8H34N12O10

---

What did the second record say?
Computed, not measured: 9 unconnected molecules or ions with the total composition C8H34N12O10 at a distorted geometry, with wB97M-V/def2-TZVPD.

Output
Maximum force ... 6.63 eV Å⁻¹
Gap between HOMO and LUMO (spin up / spin down) ... 2.3 / 9.2 eV
Charge ... -1
Spin multiplicity ... 2
HOMO energy (spin up / spin down) ... 0.0056 / -0.2509 Eh
<S²> ... 0.75

Element x y z (Å)
1 C 3.3373 -2.4591 -0.5086
2 O 4.0284 -1.9383 0.3472
3 N 2.3746 -3.1870 -0.0919
4 N 3.4404 -2.4174 -1.8293
5 H 1.7788 -3.5868 -0.8027
6 H 2.2343 -3.2681 0.9050
7 H 4.2034 -1.7995 -2.0663
8 H 3.0104 -2.9579 -2.5662
9 C -4.9812 0.2061 -0.2289
10 O -3.8243 -0.1509 -0.4859
11 N -5.4214 0.8194 0.8064
12 N -6.0073 -0.1305 -0.9203
13 H -4.8665 0.9799 1.6349
14 H -6.3839 1.1257 0.8038
15 H -5.8616 -0.6021 -1.8015
16 H -6.9104 0.2758 -0.7215
17 C 0.1992 -3.0797 -2.7518
18 O 0.9075 -3.9899 -2.2578
19 N 0.5461 -2.2232 -3.6156
20 N -0.9864 -2.7332 -2.3005
21 H 1.3845 -2.5560 -4.0701
22 H -0.2171 -2.0147 -4.2434
23 H -1.3851 -3.3552 -1.6119
24 H -1.3382 -1.8138 -2.5268
25 C 0.4814 3.8191 -1.9403
26 O 1.5462 3.4864 -1.4608
27 N -0.1407 4.8943 -1.5443
28 N -0.1727 3.2805 -2.9026
29 H 0.1167 5.5093 -0.7856
30 H -0.9621 5.1783 -2.0588
31 H -1.1556 3.4546 -3.0564
32 H 0.1146 2.3742 -3.2435
33 C 0.4434 0.3518 0.1217
34 O 0.0054 1.2498 0.7803
35 N -0.3434 -0.5425 -0.4276
36 N 1.6903 0.1879 -0.2426
37 H 0.0255 -1.0578 -1.2140
38 H -1.2994 -0.2192 -0.3870
39 H 2.1309 -0.6291 -0.6408
40 H 2.1904 1.0369 -0.0210
41 C 3.8668 2.8652 1.1476
42 O 4.4557 2.2732 2.0437
43 N 4.2888 3.0082 -0.0990
44 N 2.6182 3.2500 1.1663
45 H 3.6033 3.5069 -0.6480
46 H 5.1226 2.5755 -0.4702
47 H 2.1730 3.4988 0.2946
48 H 2.0576 3.0253 1.9758
49 C 0.3552 -1.5935 2.9060
50 C 0.2199 -0.8516 4.2105
51 O -0.8875 -1.2659 4.8830
52 O 0.8588 -2.8381 2.9614
53 H 1.1338 -1.0718 2.3495
54 H -0.6158 -1.6496 2.4138
55 H 0.2990 0.2291 4.0926
56 H 1.0179 -1.2981 4.8037
57 H -0.9249 -0.6129 5.5857
58 H 1.7175 -2.8962 3.3868
59 O -2.4415 2.2615 1.5586
60 H -2.7883 1.4193 1.8531
61 H -1.6416 2.0383 1.0827
62 O -2.9520 -2.7880 0.6467
63 H -2.1825 -2.7094 1.2106
64 H -3.2861 -1.8942 0.5707

---

Copy entry 1 word for word.
Computed, not measured: a molecular structure, C6H6NOS at a distorted geometry, with wB97M-V/def2-TZVPD.

Output
Maximum force ... 4.24 eV Å⁻¹
Gap between HOMO and LUMO ... 6.3 eV
Charge ... -1
HOMO energy ... -0.1043 Eh
Relative energy (zero: lowest compared OMol25 entry of this formula, charge and spin) ... 45.2 kJ/mol

Element x y z (Å)
1 C 1.0323 -0.8208 0.5552
2 C 0.7196 -2.0722 0.1494
3 C -0.4605 -0.6828 -1.1136
4 C 0.3205 0.0682 -0.2918
5 C -1.0706 1.9454 1.2709
6 C 0.2158 1.5164 -0.1188
7 N -0.1895 -1.9748 -0.8791
8 O -1.6906 0.9734 1.6516
9 S -1.1414 3.6073 1.3702
10 H 1.8388 -0.4657 1.1337
11 H 1.1567 -3.0859 0.3265
12 H -1.0071 -0.3737 -2.0066
13 H 1.0886 2.1479 0.1011
14 H -0.1874 2.1059 -0.9116
15 H -0.6253 -2.8885 -1.2372